1.
The following is a DFT calculation (the ωB97M-V functional and the def2-TZVPD basis) of C4H13N3 in the gas phase in a non-equilibrium geometry.

Geometry as XYZ:
```
20
C4H13N3 (the ωB97M-V functional and the def2-TZVPD basis)
C -0.2319 -1.0269 2.4884
N -0.5767 0.2536 1.9032
C 0.2589 0.5798 0.3585
C -0.6710 -0.1713 -0.5118
N -1.9745 0.2577 -0.7006
N 0.2713 0.5126 -1.7373
C 1.5914 0.0737 -2.1259
H -0.6767 -1.1654 3.4841
H -0.6287 -1.8361 1.8605
H 0.8553 -1.1871 2.5894
H -0.3231 0.9997 2.5513
H 0.2125 1.6657 0.3552
H 1.2128 0.0996 0.5568
H -0.5224 -1.2458 -0.5577
H -2.1719 1.1967 -0.3861
H -2.4815 -0.2775 -1.3918
H -0.0076 1.4369 -2.0454
H 1.8440 -0.8786 -1.6458
H 2.3649 0.7973 -1.8361
H 1.6549 -0.0846 -3.2088
```

Results
**Highest occupied orbital energy**: -7.4315 eV
**SMILES string**: CNC[C@@H](N)NC
**Kohn-Sham gap**: 8.571 eV
**Energy**: -8825.808 eV
**Strongest force on any atom**: 6.94 eV/A

natural (NBO) atomic charge list, values in e, 8 entries: atom 1 (C): -0.423, atom 2 (N): -0.713, atom 3 (C): -0.200, atom 4 (C): 0.140, atom 5 (N): -0.835, atom 6 (N): -0.727, atom 7 (C): -0.415, atom 8 (H): 0.198

=====

2.
The following is a DFT calculation (the ωB97M-V functional and the def2-TZVPD basis) of C4H13N3 in the gas phase in a non-equilibrium geometry.

Geometry as XYZ:
```
20
C4H13N3 (the ωB97M-V functional and the def2-TZVPD basis)
C -1.9660 -1.8861 1.7521
N -1.2223 -1.2065 0.6865
C 0.1148 -0.8338 1.1960
C 0.9921 -0.3732 0.0483
N 0.4393 0.8730 -0.5320
C 1.2709 1.3369 -1.6558
N 0.6426 2.5400 -2.2890
H -2.1725 -1.3004 2.6569
H -1.4556 -2.8194 1.9760
H -2.9581 -2.1063 1.3431
H -1.6674 -0.3211 0.4668
H -0.0098 -0.0964 1.9950
H 0.6403 -1.7206 1.5703
H 0.9776 -1.1297 -0.7349
H 2.0367 -0.1262 0.2783
H 0.4383 1.7181 0.0321
H 1.4819 0.6196 -2.4476
H 2.2696 1.7156 -1.3695
H -0.1680 2.8251 -1.7560
H 0.3156 2.2914 -3.2166
```

Results
**Highest occupied orbital energy**: -8.9855 eV
**SMILES string**: CNCCNCN
**Kohn-Sham gap**: 10.144 eV
**Energy**: -8828.082 eV
**Strongest force on any atom**: 2.11 eV/A

natural (NBO) atomic charge list, values in e, 8 entries: atom 1 (C): -0.418, atom 2 (N): -0.612, atom 3 (C): -0.233, atom 4 (C): -0.224, atom 5 (N): -0.648, atom 6 (C): -0.052, atom 7 (N): -0.849, atom 8 (H): 0.164

=====

3.
The following is a DFT calculation (the ωB97M-V functional and the def2-TZVPD basis) of 3 unconnected molecules or ions with the total composition C4H13N3 in a non-equilibrium geometry.

Geometry as XYZ:
```
20
C4H13N3 (the ωB97M-V functional and the def2-TZVPD basis)
C -1.2725 -1.1053 -1.2518
C -0.6751 -2.1746 -1.2783
H -1.9699 -0.3150 -1.3779
H -0.4178 -3.0161 -1.8818
C -1.4694 0.0171 1.7409
N -0.9911 0.4655 0.4390
N -1.3159 1.8064 0.0953
H -2.5531 0.1393 1.7883
H -1.0174 0.5793 2.5681
H -1.2340 -1.0420 1.8254
H 0.0317 0.3639 0.3957
H -2.3184 1.8562 -0.0509
H -1.0766 2.4464 0.8529
C 2.4818 0.3870 -0.9480
N 1.8995 -0.3614 0.1638
H 3.2532 -0.1617 -1.5030
H 1.6836 0.6504 -1.6407
H 2.9176 1.3109 -0.5671
H 1.4232 -1.1918 -0.1859
H 2.6205 -0.6545 0.8159
```

Results
**Highest occupied orbital energy**: -8.1479 eV
**SMILES string**: C#C.CNN.CN
**Kohn-Sham gap**: 9.185 eV
**Energy**: -8824.831 eV
**Strongest force on any atom**: 2.03 eV/A

natural (NBO) atomic charge list, values in e, 8 entries: atom 1 (C): -0.145, atom 2 (C): -0.401, atom 3 (H): 0.228, atom 4 (H): 0.238, atom 5 (C): -0.431, atom 6 (N): -0.475, atom 7 (N): -0.670, atom 8 (H): 0.185

=====

4.
The following is a DFT calculation (the ωB97M-V functional and the def2-TZVPD basis) of a molecular structure, C4H13N3 in a non-equilibrium geometry.

Geometry as XYZ:
```
20
C4H13N3 (the ωB97M-V functional and the def2-TZVPD basis)
C 0.2996 -0.7578 2.2785
C 0.5105 -1.1565 0.7580
C 0.7935 0.0308 -0.0892
N -1.5191 1.7138 -2.7603
C -1.5305 0.5554 -2.1586
N -0.3746 0.0881 -1.6461
N 1.5428 -0.5188 3.0998
H -0.3229 -1.5599 2.6741
H -0.3109 0.1514 2.3092
H -0.4951 -1.5198 0.5424
H 1.3273 -1.8730 0.8235
H 0.2486 0.9065 0.2507
H 1.6270 0.0409 -0.7744
H -0.6816 2.2772 -2.7464
H -2.3176 1.8894 -3.3639
H -2.4943 0.0476 -2.1021
H 0.2308 -0.2006 -2.4077
H 1.7026 -1.1201 3.9270
H 2.3462 -0.3534 2.4927
H 1.4472 0.3202 3.7010
```

Results
**Highest occupied orbital energy**: -17.2063 eV
**Charge**: +2
**Kohn-Sham gap**: 8.976 eV
**Energy**: -8809.723 eV
**Strongest force on any atom**: 4.59 eV/A

natural (NBO) atomic charge list, values in e, 8 entries: atom 1 (C): -0.232, atom 2 (C): -0.498, atom 3 (C): -0.027, atom 4 (N): -0.621, atom 5 (C): 0.444, atom 6 (N): -0.815, atom 7 (N): -0.696, atom 8 (H): 0.266

=====

5.
The following is a DFT calculation (the ωB97M-V functional and the def2-TZVPD basis) of a molecular structure, C4H13N3 in a non-equilibrium geometry.

Geometry as XYZ:
```
20
C4H13N3 (the ωB97M-V functional and the def2-TZVPD basis)
C 0.9685 -0.1142 0.1740
C 3.3082 0.4550 -0.2463
C -3.2505 -0.1088 -0.1092
C -0.9465 0.4089 0.5073
N 1.1987 -1.4043 0.3437
N 1.9006 0.8455 0.0031
N -1.8134 -0.0849 -0.5154
H 3.3802 -0.0938 -1.2174
H 3.7783 -0.1058 0.5146
H 3.9664 1.3059 -0.1637
H -3.5948 -0.9077 0.4645
H -3.5881 0.8787 0.3543
H -3.9977 -0.1404 -0.7655
H -1.1120 -0.0078 1.5385
H -0.8182 1.5251 0.6096
H 0.3817 -2.0187 0.2395
H 2.1224 -1.7656 0.1673
H 1.5683 1.8335 0.1427
H -1.6189 -1.0967 -0.7441
H -1.8332 0.5962 -1.2975
```

Results
**Highest occupied orbital energy**: -19.0726 eV
**Charge**: +2
**Kohn-Sham gap**: 11.251 eV
**Energy**: -8809.523 eV
**Strongest force on any atom**: 5.84 eV/A

natural (NBO) atomic charge list, values in e, 8 entries: atom 1 (C): 0.576, atom 2 (C): -0.469, atom 3 (C): -0.482, atom 4 (C): -0.214, atom 5 (N): -0.740, atom 6 (N): -0.535, atom 7 (N): -0.542, atom 8 (H): 0.243

=====

6.
The following is a DFT calculation (the ωB97M-V functional and the def2-TZVPD basis) of a gas-phase ion, C4H13N3 (charge +2) in a non-equilibrium geometry.

Geometry as XYZ:
```
20
C4H13N3 (the ωB97M-V functional and the def2-TZVPD basis)
N -0.2173 -1.2695 1.5528
C -0.6350 -0.3714 0.6196
C -1.2786 0.7150 0.8998
N -1.4893 1.1723 2.3574
C -0.2598 -0.6933 -0.8525
C 1.1363 -0.1513 -0.9768
N 1.5059 -0.0774 -2.4138
H 0.7362 -1.0240 1.7442
H -0.1056 -2.2781 1.3079
H -1.7439 1.4169 0.1769
H -1.4722 0.3848 3.1140
H -0.7062 1.8236 2.4626
H -2.3636 1.7547 2.4694
H -0.4553 -1.7147 -1.1533
H -0.8729 -0.1625 -1.5105
H 1.0223 0.8949 -0.7657
H 1.9004 -0.7217 -0.4497
H 2.5616 -0.1919 -2.5736
H 1.5751 0.9059 -2.6074
H 1.1618 -0.4123 -3.4013
```

Results
**Highest occupied orbital energy**: -17.6716 eV
**SMILES string**: N/C(=C\[NH3+])CC[NH3+]
**Charge**: +2
**Kohn-Sham gap**: 10.879 eV
**Energy**: -8810.726 eV
**Strongest force on any atom**: 6.07 eV/A

natural (NBO) atomic charge list, values in e, 8 entries: atom 1 (N): -0.849, atom 2 (C): 0.200, atom 3 (C): -0.095, atom 4 (N): -0.721, atom 5 (C): -0.456, atom 6 (C): -0.205, atom 7 (N): -0.726, atom 8 (H): 0.385

=====

7.
The following is a DFT calculation (the ωB97M-V functional and the def2-TZVPD basis) of 2 unconnected molecules or ions with the total composition C4H13N3 in a non-equilibrium geometry.

Geometry as XYZ:
```
20
C4H13N3 (the ωB97M-V functional and the def2-TZVPD basis)
C -0.4165 -1.1839 -0.6204
C 0.2588 -2.2925 -1.4262
C 0.3074 2.9178 0.7522
C -0.7812 2.1164 1.0641
N -1.5917 -0.6266 -0.9827
N 0.1434 -0.4894 0.3391
N 1.2417 -1.1841 0.9117
H 0.8758 -1.5894 -2.1693
H 0.8835 -3.0560 -0.9641
H -0.5088 -2.7490 -2.0074
H 1.3171 2.6273 1.1660
H 0.4925 2.8132 -0.4401
H -0.2228 3.9032 0.8280
H -1.7410 2.2499 0.6368
H -0.7693 1.3896 1.8431
H -2.2465 -1.2415 -1.4144
H -1.8562 0.2665 -0.6510
H 1.0693 -1.3512 1.9091
H 2.0007 -0.5234 0.8900
H 1.5438 -1.9967 0.3354
```

Results
**Highest occupied orbital energy**: -17.8675 eV
**Charge**: +2
**Kohn-Sham gap**: 7.526 eV
**Energy**: -8808.053 eV
**Strongest force on any atom**: 3.34 eV/A

natural (NBO) atomic charge list, values in e, 8 entries: atom 1 (C): 0.502, atom 2 (C): -0.717, atom 3 (C): -0.785, atom 4 (C): 0.251, atom 5 (N): -0.738, atom 6 (N): -0.459, atom 7 (N): -0.524, atom 8 (H): 0.293

=====

8.
The following is a DFT calculation (the ωB97M-V functional and the def2-TZVPD basis) of 2 unconnected molecules or ions with the total composition C4H13N3O in a non-equilibrium geometry.

Geometry as XYZ:
```
21
C4H13N3O (the ωB97M-V functional and the def2-TZVPD basis)
C 1.0935 0.9825 -0.4306
C 1.0161 -0.8623 -0.1513
N 0.1386 1.2622 -1.4723
N 1.7677 -1.1556 0.9781
C 0.7946 -1.7311 -1.1475
O 0.8646 1.6235 0.6809
H -0.3506 1.0762 1.1830
H 2.1454 0.9648 -0.7599
H -0.0315 2.2602 -1.5184
H 0.4409 0.9194 -2.3754
H 2.3834 -1.9565 0.9517
H 2.1217 -0.3491 1.4730
H 0.1803 -1.4571 -1.9919
H 1.1131 -2.7684 -1.1086
C -2.4422 0.3788 0.5328
N -1.1809 0.1890 1.2594
H -1.3153 -0.1622 2.2021
H -0.4929 -0.4803 0.6841
H -2.1968 0.7169 -0.4694
H -3.0702 1.1173 1.0355
H -2.9796 -0.5681 0.4447
```

Results
**Highest occupied orbital energy**: -7.8955 eV
**Kohn-Sham gap**: 8.818 eV
**Energy**: -10874.295 eV
**Strongest force on any atom**: 2.66 eV/A

natural (NBO) atomic charge list, values in e, 8 entries: atom 1 (C): 0.356, atom 2 (C): 0.008, atom 3 (N): -0.902, atom 4 (N): -0.857, atom 5 (C): -0.541, atom 6 (O): -0.828, atom 7 (H): 0.475, atom 8 (H): 0.135

=====

9.
The following is a DFT calculation (the ωB97M-V functional and the def2-TZVPD basis) of a molecular structure, C4H13N3O in a non-equilibrium geometry.

Geometry as XYZ:
```
21
C4H13N3O (the ωB97M-V functional and the def2-TZVPD basis)
C -1.8372 -0.6094 0.3519
C 0.1959 1.6294 0.7227
N 0.0406 0.5672 -0.2638
N -1.3320 -1.7953 0.6014
N -2.8025 -0.3778 -0.5904
H -0.0599 0.9495 -1.2008
H -1.8836 0.0612 1.2023
H -0.0533 -1.6272 0.9198
H -1.4658 -2.4779 -0.1382
H -3.1398 0.5635 -0.7000
H -2.7986 -0.9489 -1.4215
H 0.4591 1.1537 1.6671
H -0.7432 2.1785 0.8264
H 0.9692 2.3561 0.4560
C 2.5492 0.1708 -0.4602
C 1.1757 -0.4687 -0.2393
O 1.1155 -1.1714 0.9100
H 0.9295 -1.0890 -1.1321
H 3.2895 -0.6221 -0.5494
H 2.5691 0.7826 -1.3648
H 2.8227 0.7754 0.4029
```

Results
**Highest occupied orbital energy**: -8.3803 eV
**Kohn-Sham gap**: 9.043 eV
**Energy**: -10875.372 eV
**Strongest force on any atom**: 1.97 eV/A

natural (NBO) atomic charge list, values in e, 8 entries: atom 1 (C): 0.408, atom 2 (C): -0.439, atom 3 (N): -0.641, atom 4 (N): -0.810, atom 5 (N): -0.806, atom 6 (H): 0.354, atom 7 (H): 0.182, atom 8 (H): 0.472

=====

10.
The following is a DFT calculation (the ωB97M-V functional and the def2-TZVPD basis) of C4H13N3O in the gas phase.

Geometry as XYZ:
```
21
C4H13N3O (the ωB97M-V functional and the def2-TZVPD basis)
C -0.8700 1.8347 -0.7759
C 0.3512 1.1976 -1.4565
C 1.1412 0.1685 -0.6316
N 0.2525 -0.8802 -0.1659
N 0.5343 -2.1503 -0.7202
C -0.0307 -0.9431 1.2499
N -0.0480 0.3587 1.8604
O -1.2584 -1.6210 1.3925
H -1.7708 1.2587 -0.9763
H -1.0196 2.8414 -1.1645
H -0.7147 1.9229 0.2875
H 0.0195 0.7090 -2.3732
H 1.0514 1.9875 -1.7357
H 1.9017 -0.2815 -1.2730
H 1.6244 0.6547 0.2204
H -0.3150 -2.7075 -0.6731
H 1.2552 -2.6431 -0.1800
H 0.7075 -1.5709 1.7891
H 0.0164 0.2608 2.8705
H -0.9389 0.8031 1.6619
H -1.8892 -1.2001 0.7938
```

Results
**Highest occupied orbital energy**: -8.7608 eV
**SMILES string**: CCCN(N)[C@@H](N)O
**Kohn-Sham gap**: 9.737 eV
**Energy**: -10875.584 eV
**Strongest force on any atom**: 0.70 eV/A

natural (NBO) atomic charge list, values in e, 8 entries: atom 1 (C): -0.618, atom 2 (C): -0.391, atom 3 (C): -0.233, atom 4 (N): -0.333, atom 5 (N): -0.654, atom 6 (C): 0.375, atom 7 (N): -0.851, atom 8 (O): -0.734

=====

11.
The following is a DFT calculation (the ωB97M-V functional and the def2-TZVPD basis) of C4H13N3O in the gas phase in a non-equilibrium geometry.

Geometry as XYZ:
```
21
C4H13N3O (the ωB97M-V functional and the def2-TZVPD basis)
C -1.1205 2.1417 -0.9084
C -0.9276 0.8024 -0.2035
O -1.3364 0.9799 1.1577
C 0.7398 0.3923 -0.2207
N 1.4915 1.2988 0.6177
C 0.9828 -1.0534 0.2421
N -0.2423 -1.8652 0.1747
N 0.0306 -3.2679 0.1851
H -2.1359 2.2038 -1.3157
H -0.4300 2.3095 -1.7398
H -1.0106 3.0148 -0.2562
H -1.6653 0.1394 -0.6743
H -1.4135 0.0922 1.5457
H 1.0650 0.5066 -1.2591
H 1.3578 2.2685 0.3412
H 1.1465 1.2098 1.5766
H 1.7695 -1.4688 -0.4055
H 1.3607 -1.1141 1.2712
H -0.7629 -1.4560 -0.6874
H 0.6976 -3.5669 -0.5309
H 0.4029 -3.5672 1.0895
```

Results
**Highest occupied orbital energy**: -9.0127 eV
**SMILES string**: C[C@H](O)[C@@H](N)CNN
**Kohn-Sham gap**: 9.969 eV
**Energy**: -10874.797 eV
**Strongest force on any atom**: 3.04 eV/A

natural (NBO) atomic charge list, values in e, 8 entries: atom 1 (C): -0.646, atom 2 (C): 0.070, atom 3 (O): -0.741, atom 4 (C): -0.058, atom 5 (N): -0.824, atom 6 (C): -0.248, atom 7 (N): -0.483, atom 8 (N): -0.666

=====

12.
The following is a DFT calculation (the ωB97M-V functional and the def2-TZVPD basis) of 2 unconnected molecules or ions with the total composition C4H13N3O in a non-equilibrium geometry.

Geometry as XYZ:
```
21
C4H13N3O (the ωB97M-V functional and the def2-TZVPD basis)
C 1.7885 -0.1165 -0.8427
C -1.7755 -0.9236 1.2539
C -1.5730 1.5057 0.4927
C -1.8178 0.0500 0.1071
N 1.6245 -1.2550 -0.1344
N 2.8040 0.6918 -0.7412
N -2.0635 -0.3398 -1.1293
O 3.6795 0.4440 0.2988
H -2.2871 -0.5873 2.1504
H -0.8234 -1.2312 1.7843
H -2.1316 -1.9050 0.9792
H -1.0275 1.7905 1.3989
H -2.7000 1.8943 0.7522
H -1.1937 2.0430 -0.4092
H 0.9301 -1.9859 -0.1977
H 2.3540 -1.4025 0.5669
H 3.0516 1.3026 -1.4899
H -2.4663 -1.2668 -1.2592
H 1.1980 0.1368 -1.7218
H -2.0261 0.2120 -1.9696
H 4.4555 0.9428 0.1104
```

Results
**Highest occupied orbital energy**: -18.3855 eV
**Charge**: +2
**Kohn-Sham gap**: 10.380 eV
**Energy**: -10858.043 eV
**Strongest force on any atom**: 3.01 eV/A

natural (NBO) atomic charge list, values in e, 8 entries: atom 1 (C): 0.340, atom 2 (C): -0.754, atom 3 (C): -0.723, atom 4 (C): 0.518, atom 5 (N): -0.738, atom 6 (N): -0.205, atom 7 (N): -0.659, atom 8 (O): -0.489

=====

- Which of these has the lowest energy?
  number 10

=====

- What is the energy in the fifth record?
  -8809.523 eV